DFT (the ωB97M-V functional and the def2-TZVPD basis) results for a 15-piece molecular cluster, C23H76N6O15 overall.

```
120
Properties=species:S:1:pos:R:3:forces:R:3
C -17.332640 -6.001010 22.330570 -0.376 -1.246 1.041
O -18.291560 -5.238430 23.064850 0.962 0.933 -0.640
H -17.484400 -7.017330 22.694110 0.279 -0.450 -0.468
H -17.365370 -5.989460 21.241120 -0.422 0.342 -0.007
H -16.307260 -5.761770 22.612460 -0.316 0.565 0.267
H -19.186550 -5.571680 22.967150 -0.084 -0.349 0.030
C -14.286650 -4.100250 21.494950 0.753 0.002 0.543
O -14.448760 -5.333800 20.782920 -0.362 0.414 -0.313
H -13.330560 -4.064570 22.017180 0.211 -0.188 -0.059
H -14.248030 -3.296100 20.760140 -0.277 -0.145 -0.041
H -15.026670 -3.882550 22.265060 -0.442 -0.197 -0.290
H -14.455300 -6.125860 21.325320 0.135 0.281 0.370
C -18.762370 -1.165720 16.888580 0.311 0.243 -0.887
O -17.845370 -0.636870 15.892710 -1.337 -0.131 1.173
H -18.336040 -1.077730 17.887880 -0.137 -0.119 0.066
H -19.744260 -0.693790 16.852710 0.226 0.640 -0.094
H -19.042550 -2.193020 16.655650 0.473 -0.324 0.190
H -17.366960 -1.426050 15.628280 0.382 -0.142 -0.458
C -21.396830 -6.110080 21.600310 0.444 0.195 -0.075
O -21.026940 -6.001120 22.973570 -0.573 0.052 -0.775
H -20.693570 -5.543260 20.990200 0.187 -0.024 0.149
H -21.343650 -7.159500 21.310500 -0.089 -0.134 -0.189
H -22.378820 -5.696560 21.370550 -0.215 -0.069 0.230
H -21.740050 -6.447960 23.435530 0.185 0.022 0.608
C -15.528320 -8.969450 18.316250 -0.330 -0.758 -0.270
O -16.351870 -9.785800 19.123630 -0.193 -0.384 0.739
H -15.981560 -7.986350 18.443480 0.551 0.160 -0.489
H -14.466260 -9.003600 18.559090 -0.067 0.238 0.530
H -15.578980 -9.382460 17.308800 -0.134 0.681 -0.480
H -16.140310 -10.710730 18.977530 0.076 -0.034 0.014
C -18.723940 -8.584440 16.698910 0.292 -0.357 0.435
O -19.107650 -9.581620 15.782920 -0.333 -0.082 -0.333
H -19.346510 -7.690730 16.656690 0.131 0.294 -0.295
H -18.774980 -8.960650 17.720660 0.114 -0.056 0.270
H -17.674230 -8.380670 16.487500 -0.206 0.371 0.030
H -20.028680 -9.802890 15.938910 -0.003 -0.147 -0.088
C -15.488690 -3.349710 15.333790 1.035 -0.423 0.884
O -16.825020 -3.033560 15.029260 -0.239 -0.489 -0.862
H -14.775000 -2.585920 15.024960 -0.204 0.542 0.487
H -15.504700 -3.567470 16.401700 0.622 0.424 0.015
H -15.045410 -4.234790 14.877460 -0.748 -0.489 -0.360
H -16.941520 -3.204370 14.091790 -0.324 0.219 -0.150
C -21.393460 -2.461000 22.711280 -0.866 -2.035 0.732
O -22.512760 -1.618220 22.840460 -0.018 1.537 0.073
H -20.425440 -1.983180 22.862090 -0.345 0.329 -0.494
H -21.459170 -3.209270 23.501130 0.270 -0.227 0.173
H -21.518800 -3.022900 21.785730 0.810 0.138 -0.400
H -23.342340 -2.101020 22.857830 0.256 -0.159 0.021
C -19.847180 0.388120 21.176350 0.500 -3.388 -1.221
O -19.448380 -0.717780 20.793400 0.279 -0.681 -0.307
N -20.658220 0.588630 22.160050 -2.115 -0.327 3.458
N -19.598360 1.510890 20.606470 1.747 4.474 -2.294
H -20.836060 1.556180 22.388810 -0.743 -0.776 0.529
H -21.156970 -0.193690 22.559220 -0.135 0.620 0.293
H -19.097310 1.668580 19.743800 0.122 -0.288 0.431
H -19.857980 2.288810 21.195990 0.401 0.496 -1.123
C -23.218580 -8.546140 18.341410 -1.312 4.152 -1.222
O -23.565640 -9.681310 18.381390 -1.208 -5.274 0.220
N -23.857070 -7.602690 17.686830 -2.485 0.971 -1.628
N -22.182810 -8.033310 18.872030 3.928 0.017 2.792
H -24.710490 -7.723910 17.160450 0.028 -0.306 0.009
H -23.374510 -6.722240 17.577060 0.005 0.386 -0.308
H -21.885850 -7.160800 18.458950 0.917 0.600 0.283
H -21.668580 -8.504160 19.602760 0.342 0.023 -0.249
C -16.831710 -1.663320 23.551740 -0.800 -2.131 0.635
O -16.324280 -2.107160 24.535380 1.917 -1.043 2.753
N -16.876840 -0.410720 23.267520 0.432 4.733 -0.687
N -17.520430 -2.420000 22.734640 -1.278 -1.866 -2.297
H -17.126580 -0.128800 22.330380 0.222 0.456 0.397
H -16.356010 0.146940 23.929230 -0.085 0.441 -0.624
H -17.616420 -3.393640 22.985490 -0.359 0.052 -0.279
H -18.024320 -1.978770 21.978660 -0.238 -0.489 -0.003
C -22.452880 -0.711190 18.378730 0.449 -0.501 0.098
C -22.842180 0.577740 17.677830 -1.263 0.788 2.612
C -22.964870 1.743390 18.726330 -0.609 -1.246 -0.851
O -21.928510 0.993730 16.741460 0.926 -0.455 -1.308
H -22.954860 -0.970610 19.310840 -0.690 0.403 -0.150
H -21.426780 -0.643540 18.740170 0.480 -0.085 -0.327
H -22.580190 -1.561700 17.709020 0.281 -0.035 0.018
H -23.809130 0.410250 17.203420 -0.047 0.233 -0.197
H -21.975040 2.155970 18.921530 -0.078 -0.019 0.060
H -23.401350 1.314490 19.628350 -0.116 0.474 0.190
H -23.615730 2.485380 18.263800 0.130 0.267 0.402
H -21.090840 0.687190 17.096340 0.480 0.263 -0.373
C -11.444530 -4.923560 18.717180 0.604 -0.905 -0.111
C -12.704380 -5.287350 17.917180 1.282 1.544 1.303
C -13.093920 -6.692670 18.115580 0.048 -1.657 -0.626
O -13.731980 -4.380790 18.226750 -0.711 0.465 -0.766
H -11.015470 -3.952780 18.468980 -0.130 -0.100 -0.220
H -10.758190 -5.731900 18.464960 0.657 0.284 -0.199
H -11.467830 -4.995380 19.804560 -0.796 0.099 0.118
H -12.390180 -5.161880 16.881020 -0.464 0.208 -0.243
H -13.922150 -6.935660 17.449930 -0.198 -0.045 0.131
H -13.308370 -7.044070 19.124850 -0.123 0.528 0.116
H -12.255350 -7.301170 17.777000 0.045 -0.238 -0.067
H -14.099840 -4.673750 19.063680 -0.098 -0.184 0.295
C -21.782900 -6.232450 15.418080 0.015 0.834 1.193
C -21.310210 -5.059410 16.303940 -0.944 2.287 -2.955
C -21.854810 -3.691080 15.687720 0.422 -1.035 -0.075
O -21.759160 -5.107700 17.623590 -0.305 -1.789 0.729
H -22.869140 -6.306090 15.470700 -0.132 -0.043 -0.058
H -21.331210 -7.152460 15.789100 0.044 -0.241 -0.398
H -21.539040 -6.012010 14.378840 0.222 -0.292 0.133
H -20.228480 -4.963990 16.209860 0.192 -0.334 0.491
H -21.248260 -3.463700 14.811080 -0.084 0.199 -0.053
H -21.817780 -2.847920 16.377510 0.432 -0.244 0.102
H -22.896470 -3.757420 15.373650 -0.081 -0.280 -0.028
H -21.145200 -4.531110 18.084230 0.274 0.550 0.979
C -18.556470 -5.593320 18.764440 -0.241 1.123 0.496
C -18.539750 -4.230910 19.510760 0.381 -0.306 -0.167
C -17.218290 -3.504930 19.288440 0.346 0.337 -0.713
O -19.639560 -3.436150 19.054270 -0.469 -0.658 -0.711
H -19.450890 -6.142180 19.059180 -0.148 -0.129 -0.180
H -17.694070 -6.213170 19.009680 0.063 0.184 -0.060
H -18.572170 -5.361250 17.699550 0.048 -0.267 -0.096
H -18.770140 -4.392050 20.563870 0.624 -0.171 0.297
H -17.020100 -3.281160 18.240230 -0.478 -0.557 -0.524
H -16.346420 -4.093210 19.574560 -0.154 0.069 0.535
H -17.174970 -2.476600 19.647260 -0.153 -0.231 0.920
H -19.741910 -2.718630 19.683790 -0.076 0.597 0.124
```
Forces are in eV/Å.

HOMO level (alpha / beta), eV: -10.79 / -10.79
Spin multiplicity: 2
Calculated total energy, eV: -64724.50030
Orbital gap (alpha / beta), eV: 7.88 / 1.52
Charge: +1